Molecular formula: C4H8N2OS
Method: DFT, the ωB97M-V functional and the def2-TZVPD basis

- HOMO (eV) = -8.4
- electronic energy (eV) = -20134.09579
- E_LUMO (eV) = 0.3
- relative energy (zero: lowest compared OMol25 entry of this formula, charge and spin) (kJ/mol) = 650.17
- gap between HOMO and LUMO (eV) = 8.7

XYZ file:
```
16
Properties=species:S:1:pos:R:3:forces:R:3
C -1.6068 -0.2853 -1.2531 2.25 0.81 1.55
C 0.8241 -0.2462 -0.8699 0.89 -0.35 -3.35
C 1.6390 -0.3753 0.3737 4.87 -0.66 -1.04
C 0.8880 0.3905 1.4552 -0.05 0.32 0.57
H -2.6653 0.1130 1.4461 -1.20 2.16 -3.02
H -1.2471 -0.6761 -2.1568 0.22 -0.74 -1.41
H 1.1078 0.8758 -1.3931 -1.71 -2.88 1.51
H 1.1439 -1.0294 -1.7962 -1.10 1.75 2.84
H 1.8056 -1.4043 0.6827 -0.47 -0.25 -0.17
H 2.8261 -0.1092 0.0263 -3.16 0.04 1.48
H 0.6113 -0.2899 2.3975 0.73 1.63 -1.99
H 1.5027 1.3417 1.7349 -1.66 -1.52 -0.22
N -2.6642 0.3673 -1.2335 -0.53 -0.20 0.20
N -0.5454 -0.5043 -0.2582 1.07 3.18 -0.31
O -0.3172 0.7736 0.7309 -0.67 -1.70 -0.14
S -3.3025 1.0580 0.1135 0.51 -1.58 3.50
```
Positions in Å, forces in eV/Å.

Here are the natural (NBO) charges for atoms 1 to 2, given in e: C 0.242; C -0.249